Density functional theory data (wB97M-V/def2-TZVPD) for an isolated molecule of C2H4N2OS2.

As for the HOMO energy: -8.68 eV. The LUMO energy is 0.3 eV. The calculation puts the energy above the lowest of the compared OMol25 structures with the same formula, charge and spin at 1.8150 eV. As for the SMILES: NC(=S)O/C=N\S. The HOMO-LUMO gap comes out at 8.962 eV.

Atoms and positions in Å:
H (-0.579426, 1.090239, 1.160729)
H (3.551939, -0.953614, 0.323816)
C (-1.381013, -0.399755, -0.051083)
C (0.717931, 0.362858, -0.902828)
S (-2.872353, -1.250970, -0.237925)
H (-2.296421, 0.863522, 1.344951)
N (-1.407189, 0.775830, 0.626898)
S (2.265016, -1.308263, 0.247861)
O (-0.220336, -0.732252, -0.695930)
N (1.907426, 0.216535, -0.531063)
H (0.314428, 1.335870, -1.285428)

Cartesian forces, eV/Å:
-0.253 -0.375 -0.825
0.081 -0.212 0.179
-2.472 -0.899 -0.892
-0.709 -0.377 0.743
2.590 0.719 0.130
2.829 -0.488 -2.929
-1.770 0.768 3.750
0.149 0.987 -0.546
-0.337 1.829 0.248
-0.372 -0.688 0.000
0.265 -1.263 0.142

Density functional theory data (wB97M-V/def2-TZVPD) for C3H7N2 as an isolated structure.

As for the HOMO energy: -15.21 eV. The LUMO energy is -4.1 eV. As for the net charge: +1. The calculation puts the energy above the lowest of the compared OMol25 structures with the same formula, charge and spin at 2.7251 eV. The HOMO-LUMO gap comes out at 11.126 eV.

Atoms and positions in Å:
H (1.326818, -0.525590, 0.722630)
C (0.086032, -0.323333, -0.975348)
H (0.431167, 1.966488, 1.409622)
C (0.066055, 1.030010, 0.871770)
H (-0.832706, -1.551313, 0.577518)
H (-0.198300, 0.471732, -1.633753)
H (0.560033, -1.147980, -1.534954)
C (-1.062482, -0.804257, -0.132740)
N (-1.012347, 0.574526, 1.182129)
H (1.846263, 0.793216, -0.259272)
N (0.936558, 0.182787, 0.108538)
H (-2.147091, -0.666285, -0.336140)

Cartesian forces, eV/Å:
0.044 -0.460 0.063
-0.874 -1.971 -0.012
0.223 -1.238 -1.070
1.462 3.052 3.174
0.053 -1.432 0.132
0.050 0.527 -0.274
0.000 0.427 0.316
-1.689 3.360 2.715
-2.882 -2.918 -2.681
-2.646 -2.026 0.912
5.119 3.184 -2.722
1.139 -0.505 -0.551

Density functional theory data (wB97M-V/def2-TZVPD) for C25H20Cl2N3NaOS3Si as an isolated structure.

As for the HOMO energy: 0.19 eV. The LUMO energy is 3.9 eV. As for the net charge: -2. The calculation puts the energy above the lowest of the compared OMol25 structures with the same formula, charge and spin at 1.4799 eV. The HOMO-LUMO gap comes out at 3.679 eV.

Atoms and positions in Å:
Na (1.280084, 0.362686, 0.316597)
H (0.256350, -7.112627, -0.141952)
O (3.294476, -0.216300, 0.616328)
C (-2.453671, 6.390927, -1.681936)
H (-1.881847, -1.540129, -1.951134)
Cl (4.977424, -2.534469, 5.647283)
H (-0.477319, -0.304763, 3.469931)
C (0.330560, -4.917120, -0.209625)
H (-2.058404, 5.945670, -0.782852)
H (-2.559463, 8.351861, -0.885588)
H (2.546456, -1.544633, -1.366139)
C (4.578032, -1.862516, 1.753127)
C (3.134105, -1.277681, 4.050457)
N (1.325457, -0.409595, 2.590296)
C (-3.027775, 8.288034, -2.978273)
H (0.391783, -0.511090, 5.857808)
H (2.374099, -3.244533, -0.786528)
C (4.405315, -1.990724, 4.111829)
C (-1.429333, -6.242811, 0.763404)
C (-3.138354, 6.079423, -3.986333)
H (1.216047, -5.037319, -0.899820)
C (3.474348, -0.946645, 1.611816)
C (-2.752059, 5.551051, -2.764611)
H (-3.203951, 7.946775, -5.069536)
H (-1.919549, -7.186923, 0.851156)
C (-0.351509, -3.771014, 0.157811)
H (-1.095864, -2.852702, -2.805508)
C (5.067933, -2.321995, 2.959409)
C (-1.997443, -5.093774, 1.272645)
H (-3.434912, 9.265655, -3.126019)
C (-1.458907, -3.852940, 1.008290)
Cl (5.446508, -2.208802, 0.332290)
C (1.016043, -0.661213, 4.960709)
H (2.604902, -1.377620, 6.210264)
H (6.060275, -2.804256, 2.882669)
C (1.874854, -2.459852, -1.379816)
S (-1.234607, 1.739169, 0.113200)
C (-2.392013, 3.153204, -3.586917)
C (-3.137376, 7.473541, -4.094886)
H (-1.890045, -3.034046, 1.562035)
N (-1.813115, 3.907961, -1.401752)
H (-2.923096, -5.200899, 1.834116)
H (-3.632679, 5.450749, -4.752815)
C (-2.633519, 7.729321, -1.750379)
N (-2.444459, 4.140077, -2.626865)
C (0.543682, -0.457032, 3.695307)
H (-0.367827, -1.221419, -2.859641)
S (-2.437140, 3.132651, -5.282916)
C (-0.905160, -1.945975, -2.271095)
C (-0.260644, -6.176406, 0.027615)
Si (0.098876, -2.137537, -0.747017)
C (2.314912, -1.095758, 5.230323)
C (-1.733510, 2.572864, -1.247211)
H (1.807691, -2.700157, -2.479799)
C (2.575012, -0.879225, 2.769456)
S (-1.949693, 1.650909, -2.739194)

Cartesian forces, eV/Å:
-0.975 -0.081 -0.250
0.083 0.005 -0.641
0.281 -0.143 -0.321
0.551 -1.257 0.429
0.342 0.061 -0.403
0.321 -0.167 0.554
-1.044 0.468 0.126
-0.240 -2.648 -1.222
-0.167 -0.079 -0.023
0.187 0.220 0.475
-0.813 -1.045 0.264
-1.334 1.018 -0.084
-0.076 -1.105 1.116
0.054 -0.887 1.907
0.120 -0.733 -0.105
-0.125 -0.176 -0.771
0.062 0.227 -0.466
-1.265 0.746 -0.473
0.096 -0.095 -0.587
-0.907 0.154 -0.273
-0.851 1.101 0.911
0.685 -0.203 0.315
0.963 -1.143 -0.582
-0.681 -0.130 0.012
-0.283 -0.580 0.395
0.615 1.229 -1.062
-0.040 -0.740 -0.813
0.535 0.226 -0.070
-0.712 -0.321 0.208
0.593 0.907 0.326
0.236 -0.919 0.301
0.736 -0.182 -0.965
0.823 -0.579 2.665
0.445 -0.034 0.600
-0.818 -0.007 0.598
0.741 0.599 -1.234
0.016 0.054 0.669
0.587 -0.304 0.469
-0.257 -0.275 -0.019
0.035 0.666 -0.584
-1.230 -3.296 0.175
0.101 0.180 0.155
1.227 0.407 0.311
-1.194 1.291 -1.354
0.228 1.055 -1.006
0.993 0.745 -2.396
0.002 0.317 -0.462
-0.504 0.435 0.767
-1.412 -0.085 0.279
0.560 0.604 1.319
1.279 1.490 2.591
-0.603 0.465 -3.395
1.047 1.465 -0.068
0.312 -0.415 0.780
1.308 -0.106 1.071
-0.636 1.595 -0.160

Density functional theory data (wB97M-V/def2-TZVPD) for C17H15N6OsS as an isolated structure.

Its multiplicity is 5. As for the HOMO energy (spin up / spin down): -18.25 / -18.74 eV. The LUMO energy (spin up / spin down) is -10.0 / -13.0 eV. As for the net charge: +3. The HOMO-LUMO gap (spin up / spin down) comes out at 8.264 / 5.725 eV.

Atoms and positions in Å:
C (-5.479928, -2.206624, -1.084630)
C (0.546970, 5.821894, -0.681342)
N (0.792049, -2.580154, 1.137403)
N (-1.398530, -1.269613, -0.722198)
H (0.626743, 3.171523, -3.555867)
C (0.613141, 0.952083, -0.857680)
H (0.540557, 4.170493, 0.669694)
C (-3.194661, -2.226980, -1.978784)
C (-4.090055, -1.886219, -0.965972)
C (-3.613508, -1.218442, 0.164940)
H (0.065270, -2.347327, 1.815979)
H (-4.286098, -0.927807, 0.960000)
H (0.527449, 6.581054, 0.088616)
C (1.693207, -3.589771, 4.007867)
Os (0.679350, -0.976515, -0.570772)
H (-1.870982, -0.388521, 1.097263)
H (0.568333, 7.265919, -2.295072)
N (-6.595189, -2.463800, -1.174306)
N (2.046561, -2.430754, 1.762701)
C (0.567632, 6.211220, -2.046600)
N (3.757338, -2.541044, 3.108543)
C (3.068020, -1.836051, 1.112891)
H (1.323644, -4.536351, 3.608736)
H (5.035491, -1.598597, 1.797856)
C (2.508251, -2.871818, 3.004351)
N (4.083455, -1.918450, 1.943692)
C (0.585956, 2.154308, -1.102648)
C (-2.272314, -0.929650, 0.248796)
H (0.665000, -3.562323, 0.875513)
H (0.605717, 5.585908, -4.120922)
C (0.579407, 3.528324, -1.408296)
C (0.591796, 5.254268, -3.091696)
C (-1.866652, -1.897503, -1.822584)
H (-1.145998, -2.134006, -2.598246)
H (2.321181, -3.802661, 4.870176)
C (0.601014, 3.928002, -2.783949)
H (0.847386, -2.984391, 4.340037)
S (2.946164, -1.263889, -0.519793)
C (0.554007, 4.498835, -0.360068)
H (-3.527192, -2.734568, -2.873618)

Cartesian forces, eV/Å:
-0.016 -0.007 0.004
0.005 -0.033 -0.023
-0.018 0.125 0.016
-0.167 -0.009 -0.219
-0.007 -0.003 0.000
0.198 0.004 -0.667
-0.001 0.000 0.000
0.029 0.000 0.012
0.025 0.008 -0.015
-0.016 0.015 -0.014
0.007 -0.070 0.019
0.008 0.010 0.003
0.000 -0.003 0.001
-0.006 0.000 -0.003
-0.129 -0.410 1.027
-0.018 -0.028 0.020
-0.007 -0.001 0.003
0.000 0.001 0.000
0.052 -0.024 0.006
0.002 0.019 -0.005
0.025 0.010 -0.001
-0.064 -0.337 -0.119
0.003 -0.002 0.006
0.001 0.015 0.024
-0.017 -0.050 -0.013
-0.056 -0.028 -0.013
-0.025 0.230 0.057
0.039 0.019 0.048
-0.011 0.017 -0.012
0.006 0.001 0.001
-0.008 -0.233 0.012
0.005 -0.026 0.033
0.000 0.048 -0.039
-0.017 -0.009 -0.010
0.001 0.001 0.001
-0.005 0.061 -0.041
0.003 0.001 0.005
0.184 0.618 -0.141
-0.001 0.070 0.039
-0.004 0.001 0.000

Density functional theory data (wB97M-V/def2-TZVPD) for an isolated molecule of C21H28ClN3O.

As for the HOMO energy: -8.27 eV. The LUMO energy is 0.0 eV. The calculation puts the energy above the lowest of the compared OMol25 structures with the same formula, charge and spin at 0.1308 eV. As for the SMILES: CCCCN(CC)CCNC(=O)c1ccc2c(Cl)c3c(nc2c1)CCC3. The HOMO-LUMO gap comes out at 8.295 eV.

Atoms and positions in Å:
N (-2.353279, -0.818215, 1.802886)
O (-2.261828, -2.653060, 0.485076)
H (-4.691792, 4.434167, 0.500243)
H (6.042731, 1.436346, 0.530788)
H (-5.748311, 3.140596, -0.066699)
C (-3.648319, -0.154711, -1.671273)
C (-3.784153, -0.812671, 1.982719)
H (6.052322, 0.873777, -1.140936)
C (-3.711897, 2.514317, 0.361944)
H (5.005240, 2.855629, -1.940570)
H (-5.312892, 3.238038, 1.640034)
H (-3.944929, 1.264618, 2.495223)
H (3.094670, 3.768169, -0.835694)
H (-3.322685, 2.730605, -0.635783)
C (-4.946907, 3.385278, 0.626565)
H (0.256650, -3.424913, 0.732757)
C (-4.626251, 0.514036, -0.701861)
H (-5.189794, 1.286685, -1.240669)
C (-3.381944, -1.404683, -3.842882)
C (-1.722972, -1.677943, 0.974390)
Cl (4.992812, -1.777647, -0.092474)
H (3.827032, 3.589587, 0.757422)
C (1.505052, 0.218101, 0.318574)
H (-2.931592, 2.777672, 1.084517)
C (1.956672, -2.179176, 0.393505)
N (1.870344, 1.512703, 0.172133)
H (-3.899517, -1.793269, -4.717206)
H (5.842690, 3.569462, -0.561022)
C (5.465936, 1.414516, -0.398185)
H (-4.192137, -1.538783, 1.276584)
H (-5.137499, -1.388905, -2.606267)
H (-2.885900, 0.569759, -1.965121)
H (-3.145267, -0.976214, -1.162526)
C (5.093815, 2.835779, -0.853475)
H (-4.835688, 0.132947, -3.446566)
H (-5.440698, 0.559706, 1.847582)
C (-4.354681, -0.691231, -2.912757)
C (2.431691, -0.863810, 0.242243)
C (0.631362, -2.418299, 0.627311)
C (3.791279, -0.534355, 0.004654)
H (-2.603956, -0.721913, -4.177955)
N (-3.923065, 1.084733, 0.437209)
C (3.722086, 3.121928, -0.224757)
C (4.139377, 0.775015, -0.146266)
H (-2.907899, -2.234195, -3.323685)
H (-0.533323, 0.776475, 0.581670)
H (2.656697, -2.997546, 0.318147)
C (-4.344464, 0.592989, 1.729605)
H (-4.042814, -1.129625, 3.000395)
H (-1.853191, -0.008720, 2.133637)
H (-5.349169, -0.229628, -0.354800)
C (3.123837, 1.760436, -0.050107)
C (-0.282460, -1.354326, 0.735098)
C (0.148777, -0.060229, 0.564992)

Cartesian forces, eV/Å:
-0.082 0.176 0.235
-0.037 -0.256 -0.168
-0.033 0.146 0.010
0.066 -0.027 -0.012
-0.118 0.018 -0.056
-0.543 0.022 -0.107
-0.214 0.080 0.038
0.058 -0.008 0.061
-0.137 0.188 0.054
0.021 0.013 -0.007
-0.069 0.023 0.105
-0.063 0.041 0.035
-0.043 0.026 0.047
0.090 0.055 0.039
0.255 -0.233 -0.085
-0.014 -0.093 -0.011
0.450 -0.137 -0.200
-0.077 -0.030 0.054
-0.241 0.066 0.050
0.110 0.189 0.288
0.018 0.037 -0.007
-0.015 0.045 0.027
0.389 -0.533 0.015
0.035 0.043 -0.105
-0.168 -0.181 0.048
-0.125 0.614 -0.051
0.041 -0.070 -0.119
0.021 0.010 -0.077
0.156 -0.068 -0.037
-0.034 0.038 0.108
-0.101 0.018 -0.004
0.087 0.057 0.010
0.066 -0.021 0.055
0.007 0.095 0.028
-0.097 -0.003 0.009
0.087 0.052 0.082
0.320 0.016 0.068
-0.236 0.276 -0.005
0.144 -0.064 -0.033
0.022 0.425 -0.033
0.113 0.038 -0.064
-0.144 0.029 0.197
0.031 0.211 -0.051
-0.039 -0.428 0.014
0.094 -0.109 0.010
-0.090 0.104 0.011
0.008 -0.066 0.016
0.119 -0.253 -0.114
-0.066 -0.043 -0.147
0.089 -0.120 -0.086
-0.059 0.022 -0.012
-0.055 -0.320 0.004
0.168 0.307 -0.205
-0.166 -0.416 0.078

Density functional theory data (wB97M-V/def2-TZVPD) for a 2-piece molecular cluster, C2H9N6 overall.

Its multiplicity is 3. As for the HOMO energy (spin up / spin down): -9.47 / -13.13 eV. The LUMO energy (spin up / spin down) is -3.8 / -3.8 eV. As for the net charge: +1. The calculation puts the energy above the lowest of the compared OMol25 structures with the same formula, charge and spin at 0.0000 eV. The HOMO-LUMO gap (spin up / spin down) comes out at 5.715 / 9.375 eV.

Atoms and positions in Å:
H (-0.944466, -0.427171, -3.626955)
N (3.437843, -1.256977, 2.107156)
H (-2.280934, 0.132430, -1.666166)
H (4.088545, -1.029683, 2.921863)
H (0.840724, 0.137988, -3.395198)
N (-2.515578, 0.668928, 0.778603)
H (0.712955, 0.541664, 0.773723)
H (-0.359697, 0.841405, 1.824748)
N (-0.210844, 0.768813, 0.889217)
H (-2.549715, 1.100663, 1.692452)
H (-3.459825, 0.529286, 0.256547)
C (-1.341587, 0.568891, 0.206598)
N (2.797274, -0.569266, 1.418110)
N (-0.182289, 0.194866, -1.811448)
C (-1.329691, 0.195713, -1.151113)
N (-0.138392, -0.123414, -3.048911)
H (3.435677, -2.274134, 1.830773)

Cartesian forces, eV/Å:
0.796 0.465 0.456
6.679 -8.283 7.023
-0.088 -0.341 -0.090
-1.128 0.050 -1.480
-2.397 -1.075 -0.267
-2.809 0.324 0.125
2.672 -1.016 -1.834
-0.529 0.572 3.343
-3.343 0.671 -0.783
-0.395 -0.211 -0.035
2.720 0.422 1.259
1.916 -0.643 -0.872
-6.138 7.419 -6.233
-2.002 -0.098 1.877
1.227 0.102 -2.078
2.453 0.713 -1.060
0.366 0.927 0.648